{
  "formula": "C39H35N7O7S2Ti",
  "method": "ωB97M-V with the def2-TZVPD basis set",
  "elements": ["Ti", "O", "C", "C", "C", "C", "C", "C", "C", "O", "N", "N", "C", "C", "C", "C", "C", "C", "N", "H", "H", "H", "H", "H", "H", "H", "H", "H", "H", "C", "O", "C", "C", "C", "C", "C", "C", "O", "C", "O", "C", "H", "H", "H", "H", "H", "H", "H", "H", "H", "C", "C", "C", "C", "C", "C", "C", "S", "O", "O", "N", "C", "C", "C", "C", "C", "N", "H", "H", "H", "H", "H", "H", "H", "H", "H", "H", "H", "C", "C", "C", "C", "N", "C", "S", "N", "H", "H", "H", "H", "H"],
  "coordinates": [[-0.392, -0.197, 0.926], [0.410, 4.106, 1.529], [-0.874, 4.487, 1.638], [-1.141, 5.859, 1.608], [-2.437, 6.328, 1.709], [-3.498, 5.433, 1.844], [-3.234, 4.073, 1.881], [-1.935, 3.578, 1.785], [-1.677, 2.119, 1.803], [-0.446, 1.690, 1.634], [-2.670, 1.297, 1.970], [-2.150, 0.035, 1.899], [-2.815, -1.074, 2.162], [-1.964, -2.195, 2.335], [-2.392, -3.486, 2.689], [-1.465, -4.440, 3.008], [-0.100, -4.102, 3.007], [0.264, -2.838, 2.615], [-0.620, -1.895, 2.236], [0.437, 3.122, 1.581], [-0.303, 6.539, 1.501], [-2.623, 7.397, 1.687], [-4.517, 5.795, 1.914], [-4.032, 3.347, 1.979], [-3.888, -1.106, 2.292], [-3.455, -3.699, 2.697], [-1.785, -5.440, 3.281], [0.662, -4.814, 3.299], [1.295, -2.530, 2.611], [-4.084, 4.304, -2.272], [-2.781, 4.487, -2.799], [-1.816, 3.646, -2.324], [-0.493, 4.014, -2.595], [0.534, 3.244, -2.104], [0.312, 2.096, -1.318], [1.372, 1.345, -0.726], [2.827, 1.603, -0.935], [1.113, 0.342, 0.048], [-1.046, 1.699, -1.116], [-1.363, 0.572, -0.510], [-2.089, 2.491, -1.621], [-4.680, 5.145, -2.623], [-4.070, 4.297, -1.178], [-4.539, 3.374, -2.624], [-0.298, 4.913, -3.167], [1.552, 3.553, -2.311], [3.031, 2.604, -1.318], [3.241, 0.868, -1.636], [3.336, 1.468, 0.023], [-3.095, 2.150, -1.409], [-1.079, -1.454, -7.137], [-1.252, -1.748, -5.665], [-1.136, -0.739, -4.712], [-1.305, -1.010, -3.360], [-1.598, -2.306, -2.953], [-1.716, -3.323, -3.887], [-1.543, -3.040, -5.234], [-1.808, -2.638, -1.214], [-2.939, -1.852, -0.811], [-1.924, -4.077, -1.131], [-0.495, -2.073, -0.486], [0.728, -2.749, -0.665], [1.016, -3.814, -1.553], [2.299, -4.315, -1.609], [3.301, -3.788, -0.798], [2.930, -2.765, 0.055], [1.698, -2.271, 0.117], [-0.747, -0.426, -7.293], [-2.021, -1.587, -7.678], [-0.343, -2.122, -7.592], [-0.906, 0.276, -5.024], [-1.212, -0.227, -2.608], [-1.941, -4.328, -3.546], [-1.632, -3.839, -5.966], [0.243, -4.252, -2.162], [2.521, -5.129, -2.291], [4.316, -4.165, -0.815], [3.650, -2.310, 0.736], [5.374, -1.883, 6.275], [4.946, -1.230, 4.985], [5.858, -1.015, 3.955], [5.323, -0.460, 2.803], [4.053, -0.124, 2.657], [3.205, -0.330, 3.728], [1.564, 0.129, 3.608], [3.667, -0.907, 4.891], [6.443, -1.738, 6.461], [5.179, -2.960, 6.229], [4.794, -1.474, 7.104], [6.906, -1.269, 4.043], [5.964, -0.275, 1.941]],
  "forces_ev_per_a": [[0.127, -1.550, 1.565], [0.059, 0.311, 0.038], [0.083, 0.059, -0.014], [0.022, 0.028, -0.018], [-0.059, -0.021, 0.023], [0.065, -0.051, -0.030], [-0.084, 0.093, -0.021], [0.179, -0.146, 0.021], [0.067, 0.057, 0.075], [-0.301, 0.794, 0.156], [-0.337, -0.358, 0.081], [-0.635, -0.039, 0.237], [0.118, 0.177, 0.154], [0.072, 0.370, 0.221], [-0.129, -0.164, -0.020], [-0.103, -0.054, 0.035], [0.048, -0.094, 0.031], [-0.312, 0.281, -0.056], [-0.203, -0.838, 0.225], [-0.141, -0.248, 0.008], [-0.041, -0.060, -0.004], [-0.003, -0.033, -0.022], [0.014, -0.010, 0.017], [0.025, 0.029, 0.010], [-0.093, -0.011, 0.060], [0.046, -0.001, 0.008], [0.009, 0.024, -0.022], [-0.044, 0.044, -0.008], [0.138, 0.083, -0.066], [0.047, 0.001, -0.016], [-0.236, 0.100, 0.026], [-0.104, -0.272, 0.152], [0.327, 0.038, -0.070], [0.035, 0.161, -0.059], [-0.219, 0.014, -0.122], [-0.191, -1.131, 0.762], [0.247, 0.217, 0.017], [1.911, 1.952, -1.913], [0.084, -0.918, 0.252], [-0.411, 1.388, -1.335], [-0.148, 0.179, -0.078], [0.026, 0.022, -0.024], [0.043, 0.013, -0.006], [0.031, -0.021, -0.026], [-0.031, -0.037, 0.038], [-0.072, -0.001, 0.025], [0.020, -0.108, 0.043], [-0.061, 0.050, 0.044], [-0.046, -0.031, -0.062], [0.079, 0.033, 0.007], [-0.024, 0.002, 0.075], [0.006, 0.024, -0.060], [-0.014, -0.001, 0.092], [0.020, 0.076, 0.036], [0.172, 0.154, -0.086], [-0.038, -0.039, -0.047], [-0.010, -0.002, -0.069], [0.423, 0.135, 0.105], [-0.152, 0.053, 0.139], [-0.027, -0.264, 0.050], [0.451, -0.729, -0.644], [-0.481, 0.210, 0.131], [-0.155, 0.097, 0.018], [-0.016, 0.058, 0.019], [-0.051, -0.037, -0.050], [-0.084, 0.141, 0.098], [0.171, -0.044, 0.193], [-0.010, -0.049, 0.005], [0.048, 0.008, 0.027], [-0.021, 0.023, 0.020], [-0.008, -0.056, 0.003], [-0.030, -0.227, -0.212], [0.035, 0.098, -0.009], [0.003, 0.040, 0.035], [-0.068, -0.005, -0.029], [-0.019, -0.019, -0.018], [-0.039, 0.019, -0.005], [-0.109, -0.009, -0.048], [0.026, 0.003, 0.051], [-0.211, 0.034, 0.035], [0.000, 0.004, 0.014], [-0.349, 0.075, -0.030], [0.014, -0.068, 0.209], [0.255, -0.132, -0.124], [0.413, -0.037, 0.050], [0.015, 0.129, -0.213], [-0.091, -0.021, -0.013], [0.003, 0.074, 0.008], [0.046, -0.039, -0.066], [-0.005, -0.011, 0.000], [-0.008, 0.011, -0.032]],
  "lowdin_spin": [0.7095, 0.0070, 0.0109, -0.0010, 0.0149, -0.0013, 0.0122, 0.0005, 0.0656, 0.0145, -0.0298, 0.1577, 0.1762, 0.0979, 0.0335, 0.0526, 0.0801, 0.0187, 0.1195, 0.0006, -0.0005, 0.0012, -0.0005, 0.0004, 0.0108, -0.0001, 0.0021, 0.0052, -0.0001, 0.0013, 0.0200, 0.0462, -0.0037, 0.0427, 0.0149, 0.1859, 0.0277, -0.0100, 0.0518, 0.0142, -0.0086, 0.0000, 0.0002, 0.0003, -0.0015, 0.0029, 0.0012, 0.0105, 0.0042, -0.0014, 0.0001, 0.0004, 0.0000, 0.0007, 0.0000, 0.0004, 0.0000, 0.0025, 0.0070, 0.0003, 0.0082, 0.0020, 0.0003, 0.0000, 0.0005, 0.0009, 0.0085, 0.0000, 0.0000, 0.0000, 0.0000, 0.0004, 0.0000, 0.0000, 0.0000, 0.0000, 0.0001, 0.0001, 0.0000, 0.0001, 0.0003, 0.0000, 0.0005, 0.0019, 0.0067, 0.0007, 0.0000, 0.0000, 0.0000, 0.0000, 0.0000],
  "total_charge": -2,
  "e_homo_ev": [-0.36, -1.74],
  "spin_multiplicity": 3,
  "lumo_ev": [4.0475, 4.0467]
}